No. 1
81
Properties=species:S:1:pos:R:3:forces:R:3:mulliken_charge:R:1 method="wB97M-V/def2-TZVPD" energy_ha=-4549.005006 orbital_gap_ev="5.779 / 5.725" de_lowest_kcal_mol=58.10 total_charge=+1 multiplicity=2
Pd -0.494 0.577 -0.041 0.193 1.583 0.941 0.50
C -2.632 2.441 3.205 0.201 0.455 0.166 -1.02
C -1.621 3.085 3.919 -0.397 -0.269 -0.417 -0.60
C -0.377 3.211 3.335 0.097 0.092 -0.373 -1.00
C -0.159 2.707 2.054 -0.924 -0.216 0.410 0.76
N -1.137 2.061 1.386 0.427 -0.515 1.118 0.05
C -2.338 1.940 1.954 -0.252 0.151 -0.117 -0.02
C 1.150 2.812 1.407 1.160 0.067 -0.469 0.54
C 2.024 3.877 1.647 -0.445 -0.288 -0.009 -0.96
C 3.260 3.885 1.030 0.144 -0.261 -0.196 -0.62
C 3.615 2.819 0.214 -0.191 0.209 0.174 -1.14
C 2.694 1.801 0.017 0.354 0.049 -0.147 -0.46
N 1.496 1.817 0.578 -0.782 -0.305 0.379 0.83
H -3.626 2.344 3.614 -0.039 -0.081 0.006 0.47
H -1.809 3.483 4.902 -0.003 -0.011 0.152 0.47
H 0.433 3.683 3.862 0.113 0.082 0.090 0.49
H -3.094 1.431 1.362 0.114 -0.029 0.085 0.48
H 1.723 4.694 2.281 -0.046 0.100 0.088 0.57
H 3.942 4.708 1.187 0.024 0.041 0.023 0.45
H 4.578 2.782 -0.270 0.071 -0.035 -0.030 0.50
H 2.927 0.937 -0.594 -0.113 0.100 0.016 0.66
N 2.461 1.076 -7.502 0.134 0.036 -0.393 -0.47
C 2.041 0.579 -6.316 -0.243 -0.114 0.425 1.18
C 2.783 0.806 -5.147 -0.122 -0.034 -0.113 -0.87
C 2.297 0.386 -3.934 0.002 -0.103 -0.055 -0.69
C 1.092 -0.299 -3.864 -0.095 -0.490 0.548 -0.17
C 0.364 -0.573 -5.011 0.063 -0.145 0.067 -0.50
C 0.841 -0.146 -6.229 0.143 0.030 -0.002 -0.84
S 0.409 -0.389 -2.242 0.682 0.657 -2.066 2.17
O -0.697 -1.296 -2.040 -0.196 -0.482 -0.381 -0.74
O 1.488 -0.531 -1.292 0.272 0.040 -0.027 -0.54
N -0.162 1.137 -2.083 1.513 -0.771 0.546 -0.50
C -1.447 1.236 -2.486 -2.114 0.412 -0.562 0.15
N -1.777 1.066 -3.763 0.388 0.045 -0.016 -0.40
C -3.051 1.157 -4.084 -0.202 0.061 0.065 -0.19
C -4.037 1.460 -3.153 0.077 -0.022 0.176 -0.97
C -3.611 1.598 -1.842 -0.362 -0.030 -0.281 0.07
N -2.337 1.473 -1.499 0.580 -0.125 -0.122 -0.02
H 3.299 1.625 -7.563 -0.048 -0.036 -0.058 0.18
H 1.919 0.930 -8.332 0.086 0.050 -0.040 0.18
H 3.718 1.337 -5.217 0.171 0.100 0.062 0.31
H 2.817 0.589 -3.013 0.251 0.101 0.025 0.32
H -0.571 -1.102 -4.930 -0.120 -0.044 -0.078 0.55
H 0.280 -0.338 -7.131 -0.100 -0.063 -0.102 0.31
H -3.280 0.966 -5.125 -0.159 0.085 -0.050 0.44
H -5.074 1.554 -3.433 -0.062 0.019 0.024 0.41
H -4.307 1.804 -1.036 -0.070 -0.008 -0.029 0.42
C -4.073 -3.831 0.406 0.023 0.024 -0.001 -0.55
C -3.918 -2.533 -0.058 -0.166 0.034 -0.050 -0.90
C -2.771 -1.824 0.248 0.184 0.447 -0.080 0.33
C -1.766 -2.404 1.017 0.516 0.848 -0.228 -0.08
C -1.932 -3.703 1.483 0.370 0.129 0.167 -0.11
C -3.080 -4.413 1.177 -0.055 -0.077 0.004 -0.75
Ge -0.149 -1.299 1.434 -0.105 -1.478 1.624 0.67
C 1.597 -2.181 1.109 -0.564 0.712 -0.236 0.50
C 2.766 -1.467 1.357 -0.186 0.128 0.183 -0.18
C 3.999 -2.012 1.056 0.141 0.083 0.017 -1.05
C 4.078 -3.270 0.480 -0.027 0.019 -0.067 -0.59
C 2.919 -3.974 0.200 0.088 -0.123 -0.018 -0.80
C 1.684 -3.429 0.505 -0.400 0.041 0.085 -0.28
C -0.297 -0.809 3.375 0.018 0.222 -0.935 0.00
C -1.552 -0.561 3.923 -0.059 -0.178 -0.223 -0.16
C -1.696 -0.304 5.275 -0.147 0.016 0.071 -0.83
C -0.583 -0.272 6.100 0.024 0.023 -0.029 -0.53
C 0.673 -0.503 5.562 0.095 0.046 0.094 -0.75
C 0.815 -0.761 4.209 0.150 -0.137 -0.149 -0.07
H -4.965 -4.389 0.167 -0.076 -0.038 -0.030 0.40
H -4.696 -2.085 -0.661 -0.021 0.053 -0.039 0.46
H -2.633 -0.798 -0.129 -0.254 -0.531 0.076 0.26
H -1.160 -4.155 2.093 0.012 -0.110 0.037 0.47
H -3.201 -5.424 1.538 0.008 -0.051 0.036 0.43
H 2.698 -0.463 1.765 0.118 -0.027 0.022 0.43
H 4.900 -1.449 1.250 0.080 0.040 0.039 0.44
H 5.040 -3.687 0.222 0.079 -0.050 0.014 0.41
H 2.979 -4.943 -0.274 -0.023 -0.069 -0.012 0.44
H 0.779 -3.969 0.260 -0.039 -0.082 -0.066 0.43
H -2.427 -0.605 3.282 -0.067 -0.029 0.068 0.57
H -2.681 -0.139 5.690 -0.060 0.011 0.025 0.44
H -0.695 -0.078 7.158 -0.005 -0.006 0.033 0.42
H 1.546 -0.493 6.198 0.053 0.003 0.051 0.45
H 1.792 -0.975 3.802 0.122 0.019 0.063 0.33

No. 2
86
Properties=species:S:1:pos:R:3:forces:R:3:mulliken_charge:R:1 method="wB97M-V/def2-TZVPD" energy_ha=-4593.291154 orbital_gap_ev="6.967 / 4.041" de_lowest_kcal_mol=0.00 total_charge=+1 multiplicity=6
Pt -0.837 -0.229 -0.348 0.233 -0.518 -0.222 1.95
C -0.948 1.686 5.203 0.030 0.012 -0.010 -0.64
C -0.836 0.470 4.534 -0.050 -0.285 -0.369 -0.64
C -0.844 0.423 3.159 -0.048 -0.465 0.256 0.22
C -0.962 1.618 2.415 0.001 0.177 -0.477 0.27
C -1.065 2.852 3.108 -0.036 0.463 0.090 -0.36
C -1.056 2.870 4.477 -0.052 0.241 -0.217 -0.68
N -0.981 1.589 1.075 0.325 -2.860 0.435 0.58
N -1.079 2.671 0.370 -0.294 2.967 -1.248 -0.92
C -0.960 2.617 -0.950 0.073 -0.960 1.027 0.48
C -1.033 3.789 -1.734 -0.001 0.588 -0.627 -0.48
C -0.827 3.720 -3.089 -0.052 0.353 0.537 -0.62
C -0.557 2.494 -3.707 -0.012 -0.157 -0.004 -0.89
C -0.554 1.321 -2.958 0.013 -0.429 0.300 0.06
C -0.745 1.344 -1.593 0.013 -0.634 -0.068 -0.22
H -0.952 1.714 6.279 0.002 -0.011 0.172 0.45
H -0.753 -0.445 5.101 0.037 -0.096 -0.021 0.49
H -0.784 -0.518 2.630 0.056 -0.099 0.031 0.28
H -1.151 3.752 2.520 -0.015 0.089 0.032 0.49
H -1.142 3.812 4.993 -0.002 0.136 0.079 0.42
H -1.249 4.726 -1.243 0.028 0.065 0.040 0.51
H -0.863 4.617 -3.687 -0.016 0.096 -0.006 0.41
H -0.368 2.449 -4.768 -0.001 0.020 -0.107 0.50
H -0.389 0.378 -3.461 0.031 -0.064 -0.031 0.43
N -1.750 -4.194 0.636 -0.072 0.159 0.064 -0.29
C -1.629 -2.943 0.193 -0.492 -1.247 -0.521 0.61
O -1.230 -2.041 0.938 0.397 1.279 -0.019 -0.80
C -1.984 -2.689 -1.246 0.259 0.014 0.004 -0.81
C -2.270 -1.211 -1.476 0.035 0.151 0.344 -1.16
H -1.460 -4.426 1.573 0.110 0.039 0.021 0.27
H -2.029 -4.941 0.023 -0.027 0.070 0.003 0.22
H -2.833 -3.310 -1.552 0.034 0.060 0.032 0.65
H -1.114 -3.002 -1.840 -0.155 0.072 0.113 0.11
H -3.225 -0.908 -1.024 0.180 0.038 -0.112 0.64
H -2.266 -0.972 -2.539 0.087 0.228 0.168 0.48
C 2.475 1.999 2.991 0.164 -0.869 -0.454 -1.48
Ge 2.730 0.214 2.132 0.301 -0.448 -0.071 1.35
C 4.538 -0.326 1.428 -1.282 0.591 0.504 0.10
C 5.628 0.472 1.748 0.007 -0.025 -0.079 -0.42
C 6.889 0.135 1.284 0.125 0.106 0.105 -0.69
C 7.065 -0.994 0.502 0.071 -0.048 -0.016 -0.59
C 5.980 -1.796 0.187 0.001 -0.013 0.002 -0.98
C 4.716 -1.467 0.656 -0.098 -0.128 -0.063 0.30
C 2.098 -1.257 3.333 0.262 0.935 -0.011 0.96
C 2.218 -0.988 4.683 -0.126 0.313 -0.791 -0.89
C 2.056 -1.987 5.645 0.012 -0.770 0.265 -1.04
C 1.852 -3.289 5.262 0.110 0.532 0.250 -0.86
C 1.733 -3.613 3.896 0.017 0.140 -0.239 0.85
C 1.541 -4.943 3.470 -0.106 -0.218 -0.397 -0.87
C 1.379 -5.244 2.140 -0.001 -0.131 0.611 -0.87
C 1.387 -4.221 1.187 0.194 0.740 -0.125 -0.74
C 1.613 -2.921 1.571 -0.125 -0.403 -0.281 1.52
C 1.816 -2.581 2.921 -0.023 -0.283 0.155 -0.47
H 3.365 2.252 3.558 0.139 0.035 0.107 0.63
H 1.620 1.982 3.661 -0.044 -0.083 0.068 0.25
H 2.329 2.744 2.217 0.005 0.010 -0.115 0.39
H 5.500 1.354 2.358 0.015 0.142 0.019 0.38
H 7.736 0.756 1.538 0.043 0.019 0.001 0.42
H 8.054 -1.254 0.152 0.019 -0.011 -0.054 0.42
H 6.118 -2.682 -0.415 -0.003 -0.052 -0.023 0.47
H 3.885 -2.124 0.429 -0.029 0.044 -0.029 0.42
H 2.439 0.018 5.013 0.026 0.139 0.064 0.44
H 2.136 -1.738 6.693 0.041 0.018 0.105 0.44
H 1.798 -4.078 5.999 -0.068 -0.037 0.044 0.45
H 1.533 -5.725 4.214 -0.044 -0.135 0.097 0.46
H 1.239 -6.266 1.826 -0.002 -0.176 -0.003 0.42
H 1.220 -4.447 0.144 0.042 -0.032 -0.152 0.50
H 1.593 -2.128 0.841 0.056 -0.037 -0.144 -0.60
O 4.420 0.368 -5.915 0.154 -0.177 -0.359 -0.64
N 4.185 0.943 -4.879 0.022 0.080 -0.111 1.08
O 4.512 2.077 -4.612 0.197 0.380 0.013 -0.63
C 3.416 0.232 -3.882 -0.760 -0.841 0.723 -0.77
C 2.940 -1.042 -4.153 0.231 0.198 -0.046 -0.54
C 2.099 -1.663 -3.235 0.224 1.269 0.730 -0.77
C 1.704 -1.038 -2.012 1.517 0.958 -1.236 1.00
O 0.830 -1.535 -1.251 -1.853 -0.207 1.355 -0.19
C 2.389 0.201 -1.699 0.011 -1.092 -1.619 -0.57
C 3.167 0.844 -2.659 -0.092 -0.093 0.232 -0.58
N 2.261 0.766 -0.469 0.194 1.113 0.816 0.50
O 1.578 0.136 0.514 -0.039 -0.384 1.275 0.08
O 2.951 1.738 -0.093 0.084 0.394 -0.251 -0.75
N 1.598 -2.963 -3.534 -0.225 -0.785 -0.378 0.97
O 0.763 -3.456 -2.786 0.052 -0.217 -0.157 -0.62
O 2.029 -3.519 -4.523 -0.010 -0.089 -0.065 -0.68
H 3.213 -1.560 -5.062 -0.087 0.110 0.015 0.65
H 3.586 1.812 -2.437 0.064 0.025 0.023 0.80

No. 3
80
Properties=species:S:1:pos:R:3:forces:R:3:mulliken_charge:R:1 method="wB97M-V/def2-TZVPD" energy_ha=-4282.757752 orbital_gap_ev="6.429 / 5.226" de_lowest_kcal_mol=52.29 multiplicity=3
Ti -0.866 0.629 0.459 -0.216 -1.218 -0.019 -0.45
C 3.566 -0.337 3.472 -0.002 0.030 -0.062 -0.74
S 3.503 -0.111 1.686 0.007 -0.058 0.020 -0.06
C 1.765 -0.206 1.411 0.082 0.077 -0.158 0.63
S 1.320 -0.165 -0.290 -0.201 0.146 0.125 -0.63
N 0.981 -0.267 2.424 -0.152 0.052 0.228 -1.25
N -0.382 -0.276 2.156 -0.199 0.368 0.101 1.54
C -1.154 -0.535 3.289 0.227 0.019 -0.046 -1.61
C -2.444 -0.922 3.248 0.029 -0.054 -0.257 0.82
C -3.282 -1.035 4.428 0.025 0.007 -0.004 -1.13
C -4.617 -1.105 4.325 -0.063 -0.004 -0.080 -0.87
C -5.238 -1.071 3.013 -0.020 0.007 0.100 -0.75
C -4.467 -1.166 1.924 0.160 -0.032 -0.006 -0.69
N -3.076 -1.273 2.011 -0.196 0.047 0.087 1.01
H 4.621 -0.359 3.739 0.001 0.016 0.010 0.36
H 3.090 -1.273 3.752 -0.002 -0.006 0.009 0.24
H 3.065 0.487 3.976 0.015 -0.018 0.033 0.19
H -0.664 -0.399 4.246 0.019 -0.039 -0.010 0.30
H -2.790 -1.019 5.392 0.018 0.008 -0.007 0.49
H -5.235 -1.170 5.210 0.000 0.003 0.002 0.43
H -6.309 -0.988 2.895 0.000 -0.004 -0.001 0.58
H -4.877 -1.187 0.926 0.001 -0.008 -0.023 0.51
Te -3.409 0.890 -2.520 -0.208 -0.062 0.361 0.31
C -5.122 0.273 -1.432 0.142 0.127 -0.071 -0.16
C -5.632 1.133 -0.468 -0.067 0.002 0.050 0.01
C -6.754 0.744 0.248 0.015 -0.062 -0.006 -0.49
N -7.382 -0.417 0.064 0.025 0.011 -0.027 -0.63
C -6.892 -1.226 -0.873 -0.027 0.042 0.028 -0.40
C -5.775 -0.931 -1.645 -0.002 -0.042 -0.041 -0.32
C -2.338 1.472 -0.836 0.404 0.001 -0.243 0.07
P -1.350 2.896 -1.293 -0.226 0.283 -0.094 -0.29
C -2.557 4.293 -1.241 0.074 0.001 -0.013 1.07
C -3.553 4.413 -0.274 -0.027 0.002 0.005 -0.04
C -4.453 5.466 -0.319 0.020 -0.004 -0.006 -0.80
C -4.371 6.409 -1.336 0.004 -0.031 0.020 -0.47
C -3.387 6.295 -2.305 -0.004 0.012 0.007 -0.54
C -2.485 5.240 -2.257 0.025 0.009 0.009 -0.68
C -0.402 3.079 0.284 0.036 0.043 0.079 0.29
C -0.980 2.913 1.554 -0.002 -0.080 -0.104 0.64
C -0.204 3.002 2.709 0.046 -0.024 0.018 -0.68
C 1.151 3.256 2.606 -0.011 -0.006 0.030 -0.49
C 1.742 3.425 1.356 -0.011 0.013 -0.044 -0.78
C 0.975 3.335 0.209 0.036 -0.042 0.036 -0.37
P -2.090 -1.765 0.673 0.256 0.346 0.049 0.55
C -3.187 -2.771 -0.375 0.045 0.040 -0.096 0.83
C -4.178 -3.637 0.085 0.016 -0.002 -0.030 -0.15
C -4.841 -4.466 -0.804 0.006 0.011 0.045 -0.80
C -4.502 -4.462 -2.152 0.001 0.001 -0.014 -0.48
C -3.500 -3.623 -2.613 -0.010 0.007 -0.003 -0.85
C -2.850 -2.774 -1.727 -0.027 -0.004 0.046 -0.24
C -1.094 -3.098 1.419 0.003 -0.017 -0.068 1.06
C 0.160 -3.367 0.882 -0.036 -0.022 0.058 -0.57
C 0.928 -4.402 1.399 -0.019 0.023 -0.014 -0.75
C 0.447 -5.164 2.454 -0.002 -0.001 -0.008 -0.58
C -0.806 -4.895 2.990 -0.009 0.004 -0.005 -0.72
C -1.577 -3.867 2.473 0.014 -0.002 0.021 -0.38
H -5.167 2.090 -0.274 -0.007 0.008 0.003 0.38
H -7.165 1.394 1.012 -0.006 0.013 0.006 0.38
H -7.410 -2.169 -1.010 -0.001 -0.013 -0.009 0.41
H -5.419 -1.648 -2.372 0.000 -0.017 -0.002 0.62
H -3.637 3.674 0.513 0.018 -0.010 -0.001 0.24
H -5.222 5.549 0.438 -0.005 0.003 0.001 0.41
H -5.078 7.228 -1.372 0.000 0.006 -0.005 0.38
H -3.324 7.024 -3.103 0.005 -0.001 -0.005 0.41
H -1.719 5.145 -3.017 -0.007 0.005 -0.008 0.35
H -2.044 2.704 1.644 -0.016 0.108 0.009 -0.04
H -0.662 2.846 3.676 -0.005 0.004 -0.003 0.39
H 1.760 3.308 3.499 -0.009 -0.006 0.005 0.42
H 2.807 3.598 1.281 0.000 -0.004 -0.008 0.42
H 1.439 3.431 -0.765 -0.006 0.004 0.000 0.36
H -4.436 -3.661 1.136 -0.010 -0.008 0.022 0.30
H -5.615 -5.130 -0.442 -0.006 0.000 0.001 0.46
H -5.019 -5.120 -2.839 0.005 0.002 -0.007 0.39
H -3.229 -3.620 -3.661 0.007 -0.001 0.002 0.43
H -2.074 -2.106 -2.085 -0.011 -0.017 -0.010 0.37
H 0.540 -2.754 0.076 0.049 0.018 -0.019 0.33
H 1.906 -4.604 0.982 0.002 0.002 -0.003 0.47
H 1.048 -5.966 2.862 0.007 0.001 -0.001 0.40
H -1.180 -5.486 3.817 -0.003 0.002 0.003 0.45
H -2.549 -3.650 2.902 -0.013 -0.013 0.014 0.18